[1]
# C17H21N3O2S

An isolated molecule of C17H21N3O2S (ωB97M-V/def2-TZVPD, the OMol25 dataset).

The HOMO energy is -8.35 eV. As for the strongest force on any atom: 0.8 eV/A. As for the SMILES: CN1CCN(C(=O)CSc2cc(=O)n(C)c3ccccc23)CC1. Its gap between HOMO and LUMO is 8.414 eV. The electronic energy is -37371.2845 eV.

ORCA input file:
```
! wB97M-V def2-TZVPD RIJCOSX def2/J DEFGRID3
* xyz 0 1
C 3.504 3.288 0.383
N 2.839 2.435 1.343
C 3.196 1.041 1.163
C 2.564 0.183 2.261
N 1.133 0.372 2.275
C 0.165 -0.551 2.109
O -1.017 -0.255 2.088
C 0.584 -1.996 1.911
S 1.114 -2.206 0.172
C -0.395 -1.626 -0.593
C -1.554 -2.266 -0.353
C -2.826 -1.770 -0.834
O -3.881 -2.351 -0.662
N -2.777 -0.557 -1.515
C -4.048 0.002 -1.925
C -1.608 0.092 -1.814
C -1.599 1.291 -2.541
C -0.414 1.910 -2.869
C 0.806 1.356 -2.496
C 0.821 0.191 -1.767
C -0.367 -0.445 -1.400
C 0.768 1.766 2.417
C 1.395 2.583 1.292
H 3.241 4.324 0.588
H 4.582 3.174 0.493
H 3.228 3.053 -0.656
H 4.283 0.950 1.223
H 2.869 0.665 0.179
H 2.826 -0.858 2.087
H 2.964 0.499 3.232
H -0.278 -2.636 2.092
H 1.417 -2.310 2.535
H -1.604 -3.172 0.231
H -4.820 -0.683 -1.577
H -4.104 0.083 -3.012
H -4.202 0.981 -1.470
H -2.525 1.740 -2.858
H -0.435 2.832 -3.430
H 1.730 1.838 -2.778
H 1.754 -0.268 -1.475
H -0.320 1.835 2.390
H 1.138 2.132 3.381
H 1.147 3.638 1.429
H 0.983 2.249 0.323
*
```

[2]
# C17H21N3O3S3

An isolated molecule of C17H21N3O3S3 at a distorted geometry (ωB97M-V/def2-TZVPD, the OMol25 dataset).

The HOMO energy is -8.72 eV. As for the strongest force on any atom: 1.1 eV/A. As for the SMILES: Cc1csc(S[C@H](C)C(=O)Nc2ccc(S(=O)(=O)N3CCCC3)cc2)n1. Its gap between HOMO and LUMO is 9.156 eV. The electronic energy is -61088.7015 eV.

ORCA input file:
```
! wB97M-V def2-TZVPD RIJCOSX def2/J DEFGRID3
* xyz 0 1
C -2.113 -0.145 -0.878
C -1.692 -1.530 -0.531
C -1.485 -2.555 -1.407
S -0.988 -3.983 -0.596
C -1.077 -3.075 0.902
S -0.638 -3.776 2.445
C 1.168 -4.019 2.098
C 1.920 -4.181 3.408
C 1.663 -2.829 1.279
O 2.275 -2.990 0.249
N 1.331 -1.629 1.826
C 1.299 -0.387 1.194
C 0.586 0.636 1.822
C 0.457 1.866 1.210
C 1.039 2.074 -0.026
S 0.728 3.605 -0.889
O 0.545 4.655 0.075
O 1.716 3.776 -1.915
N -0.745 3.193 -1.599
C -0.837 3.343 -3.041
C -1.699 4.587 -3.246
C -2.731 4.436 -2.129
C -1.933 3.782 -0.990
C 1.764 1.077 -0.648
C 1.908 -0.156 -0.038
N -1.452 -1.854 0.765
H -2.558 -0.123 -1.869
H -1.254 0.526 -0.862
H -2.833 0.207 -0.144
H -1.589 -2.549 -2.473
H 1.268 -4.918 1.485
H 1.821 -3.295 4.032
H 2.975 -4.348 3.201
H 1.532 -5.035 3.958
H 0.773 -1.673 2.672
H 0.118 0.452 2.778
H -0.089 2.672 1.673
H -1.327 2.454 -3.454
H 0.166 3.431 -3.452
H -1.093 5.479 -3.085
H -2.148 4.631 -4.236
H -3.165 5.386 -1.825
H -3.534 3.773 -2.452
H -2.507 3.000 -0.486
H -1.610 4.516 -0.249
H 2.212 1.282 -1.607
H 2.466 -0.944 -0.516
*
```

[3]
# C17H21N3O4

An isolated molecule of C17H21N3O4 (ωB97M-V/def2-TZVPD, the OMol25 dataset).

The HOMO energy is -7.76 eV. As for the strongest force on any atom: 0.9 eV/A. As for the SMILES: COCCNC(=O)C(=O)Nc1cc2c3c(c1)[C@@H](C)C(=O)N3CCC2. Its gap between HOMO and LUMO is 8.445 eV. The electronic energy is -30632.1457 eV.

ORCA input file:
```
! wB97M-V def2-TZVPD RIJCOSX def2/J DEFGRID3
* xyz 0 1
C 3.554 0.714 -6.615
O 2.291 1.055 -6.107
C 1.342 0.021 -6.234
C 0.032 0.500 -5.612
N 0.179 0.697 -4.193
C -0.464 -0.014 -3.267
O -1.311 -0.871 -3.470
C -0.045 0.368 -1.840
O 0.814 1.205 -1.631
N -0.753 -0.348 -0.949
C -0.721 -0.338 0.447
C -1.594 -1.199 1.116
C -1.629 -1.244 2.501
C -0.761 -0.397 3.166
C 0.131 0.455 2.521
C 0.158 0.498 1.146
C 0.902 1.187 3.580
C 0.720 2.705 3.537
C 0.328 0.608 4.883
O 0.649 0.886 6.014
N -0.639 -0.293 4.536
C -1.486 -1.079 5.398
C -1.837 -2.390 4.691
C -2.507 -2.132 3.336
H 3.502 0.482 -7.686
H 3.975 -0.151 -6.088
H 4.195 1.579 -6.461
H 1.695 -0.886 -5.719
H 1.182 -0.224 -7.295
H -0.257 1.445 -6.082
H -0.752 -0.245 -5.759
H 0.890 1.341 -3.869
H -1.412 -0.986 -1.392
H -2.248 -1.839 0.541
H 0.828 1.145 0.606
H 1.971 0.956 3.534
H 1.187 3.153 4.409
H -0.339 2.956 3.539
H 1.172 3.113 2.637
H -0.953 -1.258 6.335
H -2.401 -0.516 5.625
H -2.499 -2.974 5.331
H -0.921 -2.962 4.532
H -2.692 -3.077 2.822
H -3.475 -1.645 3.491
*
```